Entry 1:
Here is 3 unconnected molecules or ions with the total composition C18H49FN6O5P2 in a non-equilibrium geometry from the OMol25 dataset. Energies are from ωB97M-V/def2-TZVPD.

Its HOMO energy is -7.91 eV. As for the SMILES: CN(C)P(=O)(N(C)C)N(C)C.CN(C)P(=O)(N(C)C)N(C)C.OCOCCOCCCF. The frontier orbital gap is 7.08 eV. For the energy above the lowest of the compared OMol25 structures with the same formula, charge and spin, the calculation gives 3.806 eV.

Last column: Löwdin charge in e.
Geometry (Å):
O 3.344 -3.475 4.476  -0.027
C 2.459 -3.484 3.381  -0.277
O 1.395 -2.604 3.682  -0.124
C 1.283 -1.533 2.769  -0.189
C 0.298 -0.443 3.272  -0.183
O -0.666 -0.912 4.189  -0.129
C -1.820 -1.437 3.533  -0.193
C -1.668 -2.962 3.376  -0.155
C -2.988 -3.709 3.290  -0.204
F -3.721 -3.164 2.245  -0.058
H 3.018 -2.765 5.045  0.097
H 2.954 -3.103 2.476  0.123
H 2.111 -4.507 3.206  0.129
H 0.947 -1.859 1.771  0.115
H 2.252 -1.037 2.619  0.124
H 0.911 0.305 3.784  0.118
H -0.125 0.037 2.381  0.115
H -2.668 -1.263 4.209  0.127
H -2.014 -0.917 2.591  0.116
H -1.055 -3.143 2.486  0.097
H -1.078 -3.309 4.228  0.124
H -2.758 -4.766 3.122  0.116
H -3.501 -3.627 4.253  0.118
O -0.545 -1.773 -2.732  -0.304
P -1.965 -2.213 -3.061  0.743
N -2.558 -0.719 -3.702  -0.345
C -2.523 0.491 -2.896  -0.124
C -1.981 -0.443 -5.012  -0.147
N -2.476 -2.581 -1.467  -0.317
C -3.429 -1.803 -0.708  -0.128
C -1.453 -3.122 -0.580  -0.139
N -3.398 -3.090 -3.682  -0.298
C -3.025 -4.269 -4.479  -0.146
C -4.562 -2.452 -4.274  -0.140
H -2.929 1.329 -3.468  0.081
H -1.511 0.759 -2.569  0.080
H -3.159 0.407 -2.016  0.055
H -2.080 -1.318 -5.666  0.072
H -0.915 -0.193 -4.945  0.080
H -2.507 0.380 -5.501  0.082
H -2.967 -0.904 -0.274  0.079
H -3.836 -2.393 0.113  0.064
H -4.289 -1.504 -1.309  0.074
H -0.825 -2.330 -0.144  0.073
H -0.801 -3.811 -1.113  0.073
H -1.919 -3.682 0.234  0.070
H -2.626 -3.987 -5.461  0.074
H -3.881 -4.930 -4.628  0.077
H -2.257 -4.847 -3.956  0.077
H -4.376 -2.063 -5.282  0.077
H -4.940 -1.643 -3.656  0.069
H -5.365 -3.193 -4.344  0.088
O 2.513 1.844 1.401  -0.315
P 2.423 2.995 0.386  0.781
N 4.132 3.200 0.185  -0.348
C 4.997 3.381 1.342  -0.122
C 4.689 2.158 -0.671  -0.145
N 1.679 4.095 1.486  -0.336
C 2.364 5.189 2.130  -0.140
C 0.678 3.535 2.384  -0.150
N 2.122 4.280 -0.844  -0.293
C 1.222 3.824 -1.914  -0.147
C 3.149 5.139 -1.413  -0.136
H 6.034 3.484 1.015  0.082
H 4.943 2.547 2.052  0.085
H 4.769 4.301 1.875  0.055
H 4.104 2.068 -1.594  0.075
H 4.689 1.180 -0.177  0.081
H 5.712 2.405 -0.965  0.082
H 2.959 4.850 2.989  0.082
H 1.642 5.925 2.496  0.082
H 3.013 5.730 1.441  0.065
H 1.141 3.046 3.253  0.076
H 0.058 2.798 1.875  0.065
H 0.009 4.320 2.746  0.080
H 1.720 3.125 -2.595  0.075
H 0.844 4.666 -2.496  0.078
H 0.355 3.313 -1.482  0.074
H 3.798 4.622 -2.129  0.081
H 3.772 5.590 -0.647  0.066
H 2.657 5.963 -1.941  0.089


Entry 2:
Here is C5H8O in the gas phase in a non-equilibrium geometry from the OMol25 dataset. Energies are from ωB97M-V/def2-TZVPD.

Its HOMO energy is -8.76 eV. As for the SMILES: C=COC1CC1. The frontier orbital gap is 9.94 eV. For the energy above the lowest of the compared OMol25 structures with the same formula, charge and spin, the calculation gives 2.452 eV.

Last column: natural (NBO) charge in e.
Geometry (Å):
C 1.270 2.532 -0.159  -0.503
C 0.814 1.304 0.289  0.136
C -0.709 -0.370 -0.124  0.066
C -0.356 -1.598 0.676  -0.459
C -0.916 -1.686 -0.739  -0.431
H 1.906 3.210 0.431  0.211
H 1.097 2.784 -1.228  0.209
H 0.760 0.955 1.330  0.177
H -1.631 0.120 0.194  0.189
H -1.113 -1.845 1.463  0.219
H 0.730 -1.804 0.870  0.234
H -0.234 -1.994 -1.510  0.230
H -1.959 -2.037 -0.879  0.219
O 0.341 0.429 -0.614  -0.496


Entry 3:
Here is a molecular structure, CH3NO4S in a non-equilibrium geometry from the OMol25 dataset. Energies are from ωB97M-V/def2-TZVPD.

Its HOMO energy is -10.58 eV. The frontier orbital gap is 10.49 eV. For the energy above the lowest of the compared OMol25 structures with the same formula, charge and spin, the calculation gives 0.630 eV.

Last column: natural (NBO) charge in e.
Geometry (Å):
C -0.651 1.192 0.176  0.644
N -1.084 -1.073 0.139  -0.566
O -1.814 1.422 0.176  -0.562
O 2.446 0.790 0.022  -0.892
O 1.745 -1.444 -0.622  -0.904
O -0.070 -0.011 0.138  -0.436
S 2.019 -0.489 0.390  1.749
H 0.108 1.932 0.062  0.150
H -0.734 -1.825 -0.587  0.412
H -1.966 -0.493 0.105  0.405


Entry 4:
Here is C5H5NO2 in the gas phase in a non-equilibrium geometry from the OMol25 dataset. Energies are from ωB97M-V/def2-TZVPD.

Its HOMO energy is -11.08 eV. As for the SMILES: N#CC1(C(=O)O)CC1. The frontier orbital gap is 11.71 eV. For the energy above the lowest of the compared OMol25 structures with the same formula, charge and spin, the calculation gives 1.430 eV.

Last column: natural (NBO) charge in e.
Geometry (Å):
C -0.310 0.074 -1.249  0.803
C 0.322 0.032 0.088  -0.315
C 0.025 -1.164 0.941  -0.381
C -0.696 0.143 1.140  -0.357
C 1.548 0.736 0.329  0.296
H -0.293 0.866 -2.847  0.505
H -0.612 -1.899 0.343  0.262
H 0.705 -1.659 1.681  0.259
H -1.660 0.368 0.753  0.233
H -0.425 0.812 1.968  0.236
N 2.551 1.309 0.487  -0.297
O -0.126 1.196 -1.948  -0.653
O -1.030 -0.814 -1.684  -0.592


Entry 5:
Here is 2 unconnected molecules or ions with the total composition C2H3N3O in a non-equilibrium geometry from the OMol25 dataset. Energies are from ωB97M-V/def2-TZVPD.

Its HOMO energy (alpha / beta) is -9.81 / -9.08 eV. The frontier orbital gap (alpha / beta) is 9.13 / 7.14 eV. For the energy above the lowest of the compared OMol25 structures with the same formula, charge and spin, the calculation gives 7.283 eV.

Last column: natural (NBO) charge in e.
Geometry (Å):
O 2.096 -0.899 0.026  -0.583
C 0.803 0.720 -0.403  0.425
N -0.110 1.433 0.246  -0.359
N -1.154 0.564 0.397  -0.338
C -0.875 -0.673 0.002  0.173
N 0.336 -0.626 -0.578  -0.400
H 2.568 -0.121 -0.332  0.441
H -2.082 0.951 0.534  0.418
H -1.557 -1.510 0.071  0.222